This record from the OMol25 dataset describes 2 unconnected molecules or ions with the total composition C5H10O4 in a non-equilibrium geometry. The level of theory is ωB97M-V with the def2-TZVPD basis set.

Values from the calculation:
Spin multiplicity: 1
Lowest unoccupied orbital energy (alpha / beta) in eV: -3.548 / -3.562
Frontier orbital gap (alpha / beta) in eV: 5.649 / 5.629

```
19
Properties=species:S:1:pos:R:3:forces:R:3
C -0.072 0.611 -0.098 -1.0 -0.9 0.7
C 0.127 0.034 -1.491 0.2 0.2 0.0
C 1.173 0.551 0.767 0.1 0.1 -0.2
C -0.667 2.011 -0.146 0.2 -0.1 0.0
C -1.252 -0.361 0.671 1.6 2.5 -1.3
O 0.892 -2.506 0.196 -1.5 -0.4 1.0
O -0.870 -1.555 0.745 0.4 -1.7 0.3
O 0.524 -3.520 0.954 0.3 1.1 -0.6
O -2.265 0.197 1.027 -0.3 -0.7 0.3
H -0.238 -3.930 0.495 0.1 0.0 -0.1
H 0.510 -0.983 -1.460 0.0 0.0 0.0
H 0.853 0.655 -2.027 0.0 -0.1 0.0
H -0.805 0.046 -2.060 0.0 0.0 0.0
H 1.968 1.124 0.278 0.0 0.0 0.1
H 0.993 0.994 1.747 0.0 0.0 0.0
H 1.534 -0.468 0.896 0.0 0.1 0.0
H -0.880 2.391 0.851 0.0 0.0 0.0
H -1.589 2.036 -0.723 0.0 0.0 0.0
H 0.064 2.671 -0.623 0.0 0.0 0.0
```
Forces are in eV/Å.

Results of the natural (NBO) charge analysis, in e, for atoms 1 through 2: C -0.05; C -0.63

***

This record from the OMol25 dataset describes a gas-phase ion, C3H8N3O (charge +1) in a non-equilibrium geometry. The level of theory is ωB97M-V with the def2-TZVPD basis set.

Values from the calculation:
Spin multiplicity: 1
Charge: +1
Lowest unoccupied orbital energy in eV: -4.964
SMILES string: [H]/N=N/C(=[NH+]/C)OC
Frontier orbital gap in eV: 9.730

```
15
Properties=species:S:1:pos:R:3:forces:R:3
H 2.258 1.405 2.478 0.5 1.0 0.0
N 1.462 0.870 2.167 -1.5 -1.5 -0.5
N 1.224 1.095 0.988 -0.2 -0.6 -1.0
C 0.145 0.341 0.272 0.0 1.8 -0.5
N -1.118 0.709 0.414 3.1 -1.3 -0.2
C -2.059 0.088 -0.461 0.3 1.0 -4.0
O 0.440 -0.307 -0.841 -0.2 0.2 2.4
C 1.799 -0.696 -1.042 0.8 -2.5 0.3
H -1.279 1.389 1.113 -0.7 0.6 0.8
H -1.478 -0.040 -1.549 -2.1 0.5 2.8
H -2.966 0.702 -0.566 0.4 -0.3 0.0
H -2.276 -0.879 -0.113 -0.5 -1.3 0.4
H 2.116 -1.626 -0.473 -1.0 0.8 -0.7
H 2.430 0.040 -0.662 1.1 1.5 0.1
H 1.921 -0.873 -2.101 0.0 0.1 -0.1
```
Forces are in eV/Å.

Results of the natural (NBO) charge analysis, in e, for atoms 1 through 2: H 0.36; N -0.19

***

This record from the OMol25 dataset describes a molecular structure, C4H4S2 in a non-equilibrium geometry. The level of theory is ωB97M-V with the def2-TZVPD basis set.

Values from the calculation:
Spin multiplicity: 1
Lowest unoccupied orbital energy (alpha / beta) in eV: -1.041 / -1.041
Frontier orbital gap (alpha / beta) in eV: 7.042 / 7.041

```
10
Properties=species:S:1:pos:R:3:forces:R:3
C -0.630 1.279 0.571 -0.5 -1.7 0.4
C -0.679 -0.722 0.637 -0.2 3.6 -0.4
C 0.592 0.622 -0.248 0.7 1.7 1.1
C 0.748 -0.777 0.333 0.6 -3.4 -1.2
S -2.277 1.151 -0.106 2.0 -1.2 0.0
S -1.840 -0.850 -0.608 -1.2 -0.1 -0.3
H 0.235 0.521 -1.260 0.2 -0.1 -0.6
H 1.551 1.269 -0.162 -1.8 -1.0 0.0
H 1.211 -0.913 1.325 0.7 0.5 -0.8
H 1.089 -1.579 -0.482 -0.5 1.6 1.8
```
Forces are in eV/Å.

Results of the natural (NBO) charge analysis, in e, for atoms 1 through 2: C -0.34; C -0.06

***

This record from the OMol25 dataset describes a single C19H28N2O4S molecule. The level of theory is ωB97M-V with the def2-TZVPD basis set.

Values from the calculation:
Spin multiplicity: 1
Lowest unoccupied orbital energy in eV: 0.597
SMILES string: COCCC(=O)N1CCC(Oc2ccc(C(=O)NCCSC)cc2)CC1
Frontier orbital gap in eV: 9.364

```
54
Properties=species:S:1:pos:R:3:forces:R:3
C -0.646 -2.533 -7.176 0.1 0.0 -0.1
O -1.202 -1.996 -5.994 0.1 0.1 0.1
C -1.475 -2.940 -4.994 -0.1 -0.1 0.2
C -0.234 -3.665 -4.436 0.0 0.2 -0.3
C 0.938 -2.710 -4.246 -0.3 -0.4 0.0
O 1.870 -2.719 -5.030 0.2 -0.1 -0.3
N 0.891 -1.841 -3.212 0.1 0.4 0.1
C -0.030 -1.834 -2.103 -0.2 -0.2 0.3
C 0.687 -2.275 -0.821 -0.1 0.4 0.0
C 1.889 -1.361 -0.544 0.3 -0.7 0.0
O 1.475 -0.032 -0.271 0.0 0.2 -0.1
C 1.042 0.315 0.966 -0.1 0.3 0.2
C 0.916 -0.539 2.058 0.1 -0.2 -0.3
C 0.480 -0.043 3.271 -0.1 0.3 0.1
C 0.171 1.302 3.438 0.0 -0.3 -0.2
C -0.286 1.741 4.786 0.2 0.2 0.0
O -0.828 0.983 5.570 -0.1 -0.2 0.1
N -0.019 3.033 5.095 0.2 0.2 0.0
C -0.470 3.637 6.325 -0.3 -0.1 0.1
C -1.861 4.255 6.189 0.2 0.3 -0.4
S -1.963 5.385 4.752 -0.1 -0.1 0.1
C -2.871 4.326 3.587 0.2 0.2 0.4
C 0.277 2.151 2.336 0.0 -0.2 0.1
C 0.701 1.662 1.120 0.1 -0.2 -0.2
C 2.795 -1.305 -1.778 -0.3 0.3 0.1
C 1.991 -0.918 -3.017 0.4 0.1 -0.1
H -0.662 -1.727 -7.907 0.0 -0.1 -0.1
H 0.386 -2.859 -7.023 0.0 0.0 0.0
H -1.248 -3.372 -7.545 0.0 0.0 0.0
H -2.181 -3.700 -5.369 0.1 0.1 0.1
H -1.971 -2.363 -4.209 0.0 -0.1 0.0
H -0.497 -4.177 -3.510 -0.1 0.0 0.0
H 0.100 -4.414 -5.155 0.1 0.0 0.1
H -0.881 -2.485 -2.291 0.0 0.1 0.0
H -0.399 -0.811 -1.969 -0.1 -0.1 0.0
H -0.015 -2.238 0.012 0.0 -0.1 0.1
H 1.046 -3.300 -0.932 0.0 -0.1 0.0
H 2.469 -1.749 0.307 -0.1 0.1 -0.1
H 1.154 -1.589 1.982 0.0 -0.1 0.0
H 0.373 -0.700 4.120 0.0 -0.1 0.1
H 0.368 3.649 4.400 0.0 -0.1 0.0
H 0.251 4.401 6.623 0.0 -0.1 0.0
H -0.507 2.849 7.083 0.1 0.2 0.0
H -2.614 3.483 6.042 0.0 0.0 0.1
H -2.103 4.837 7.077 -0.1 -0.1 0.0
H -2.890 4.849 2.637 0.0 0.0 -0.1
H -2.364 3.371 3.480 0.0 -0.1 -0.1
H -3.885 4.181 3.949 -0.1 -0.1 -0.1
H 0.009 3.195 2.406 0.0 0.1 0.0
H 0.785 2.310 0.262 0.0 0.1 -0.1
H 3.586 -0.573 -1.612 0.1 0.0 0.0
H 3.250 -2.285 -1.927 0.0 0.0 0.0
H 2.618 -0.953 -3.908 -0.1 0.1 0.1
H 1.585 0.091 -2.892 0.0 0.0 -0.1
```
Forces are in eV/Å.

Results of the natural (NBO) charge analysis, in e, for atoms 1 through 2: C -0.26; O -0.54

***

This record from the OMol25 dataset describes a molecular structure, C43H73CsN7O9P2Si2 in a non-equilibrium geometry. The level of theory is ωB97M-V with the def2-TZVPD basis set.

Values from the calculation:
Spin multiplicity: 1
Charge: -1
Lowest unoccupied orbital energy (alpha / beta) in eV: 0.784 / 0.781
Frontier orbital gap (alpha / beta) in eV: 4.624 / 4.621

```
137
Properties=species:S:1:pos:R:3:forces:R:3
Cs 0.046 1.285 -0.443 0.0 -0.2 0.0
C -1.010 -3.882 3.003 -0.4 1.0 0.2
Si 0.658 -3.383 2.280 -0.3 -0.6 0.4
C 1.727 -4.971 2.364 0.2 0.7 -1.0
C 1.337 -2.251 3.633 -0.2 -0.6 -0.1
N 0.647 -2.624 0.772 0.1 0.1 0.6
P 0.000 -2.944 -0.649 -1.2 0.1 -0.6
C -0.572 -1.607 -1.458 0.9 -1.2 0.6
P -0.707 -1.091 -3.003 -0.3 0.5 -0.7
N -1.353 0.372 -2.913 -0.1 0.7 -1.2
Si -2.225 1.672 -3.513 0.2 -0.8 0.3
C -4.045 1.233 -3.780 -0.6 -0.1 -0.3
C -2.372 3.060 -2.227 0.4 0.2 -0.3
C -1.438 2.565 -4.964 -0.5 1.9 -0.3
C -1.651 -2.139 -4.249 0.0 0.8 0.3
C -1.059 -2.906 -5.241 0.4 0.1 0.9
C -1.802 -3.719 -6.048 -0.7 -0.9 -1.3
C -3.197 -3.707 -6.011 -0.8 0.2 1.2
C -3.830 -2.927 -4.999 0.9 -0.5 -0.6
C -3.034 -2.142 -4.165 -0.5 -0.5 0.4
C 0.858 -0.980 -4.084 -1.0 1.0 0.0
C 2.085 -1.341 -3.602 1.0 0.0 -0.3
C 3.236 -1.027 -4.370 0.3 -1.4 1.1
C 3.170 -0.405 -5.593 -1.0 0.3 0.2
C 1.904 -0.053 -6.114 0.4 -0.3 0.2
C 0.784 -0.344 -5.357 -0.2 -0.4 0.3
C 1.161 -3.959 -1.652 -0.5 -0.8 1.0
C 2.472 -4.252 -1.294 1.0 0.3 -0.3
C 3.335 -4.925 -2.165 -1.5 -0.1 -0.9
C 2.798 -5.421 -3.375 1.0 0.7 0.8
C 1.444 -5.268 -3.643 0.7 0.3 0.2
C 0.624 -4.559 -2.775 0.8 -0.5 -0.6
C -1.448 -4.169 -0.432 -0.1 -0.3 -0.4
C -2.753 -3.670 -0.530 0.2 -0.7 0.1
C -3.848 -4.526 -0.589 -0.3 -0.5 0.6
C -3.672 -5.907 -0.578 0.3 -0.9 -0.7
C -2.380 -6.454 -0.527 0.0 1.0 0.1
C -1.308 -5.572 -0.396 -0.3 0.7 -0.3
H -0.778 -4.613 3.777 -0.2 -0.2 0.1
H -1.783 -4.258 2.331 0.2 -0.2 0.0
H -1.439 -2.981 3.506 0.2 -0.6 -0.3
H 1.349 -5.673 3.102 0.1 -0.1 0.1
H 2.761 -4.650 2.628 -0.5 -0.5 -0.4
H 1.674 -5.427 1.339 0.4 0.2 1.0
H 2.370 -2.030 3.431 0.5 0.6 -0.1
H 1.337 -2.795 4.569 0.0 -0.4 0.3
H 0.736 -1.377 3.839 0.0 0.5 -0.3
H -4.351 0.631 -2.919 0.1 0.1 0.3
H -4.337 0.589 -4.625 0.3 0.4 0.0
H -4.663 2.152 -3.802 0.1 -0.3 -0.1
H -2.426 2.651 -1.225 -0.2 0.1 0.3
H -3.284 3.638 -2.412 0.2 0.0 0.1
H -1.500 3.740 -2.306 -0.4 -0.2 0.2
H -1.560 2.035 -5.906 0.0 0.1 -0.2
H -0.362 2.611 -4.751 -0.1 0.0 -0.1
H -1.811 3.674 -5.087 0.6 -2.1 0.2
H 0.010 -2.937 -5.316 0.4 0.0 0.0
H -1.266 -4.404 -6.718 -0.4 0.4 0.1
H -3.821 -4.352 -6.650 0.5 0.3 0.3
H -4.895 -3.011 -4.788 0.1 0.1 -0.4
H -3.477 -1.601 -3.337 -0.2 0.1 -0.1
H 2.192 -1.881 -2.650 -0.1 0.4 -0.4
H 4.183 -1.453 -3.988 -0.3 0.6 -0.3
H 4.081 -0.170 -6.092 0.5 0.1 -0.6
H 1.816 0.382 -7.117 0.0 -0.1 0.5
H -0.206 -0.139 -5.766 0.2 0.1 0.1
H 2.904 -3.879 -0.375 -0.3 0.2 0.2
H 4.387 -5.013 -1.968 0.3 -0.1 0.2
H 3.508 -5.807 -4.108 -0.4 -0.2 0.1
H 1.104 -5.605 -4.594 -0.6 -0.4 -0.5
H -0.418 -4.506 -2.990 -0.6 0.4 -0.2
H -2.910 -2.619 -0.600 0.0 0.8 -0.1
H -4.875 -4.155 -0.585 0.4 0.2 -0.2
H -4.514 -6.586 -0.767 0.2 0.4 0.3
H -2.146 -7.510 -0.651 -0.4 0.1 0.2
H -0.324 -5.978 -0.390 0.8 -0.3 0.1
O -5.931 2.104 -0.870 0.7 -0.5 -0.3
H -5.760 1.870 -1.797 0.0 0.1 0.4
H -6.693 2.667 -0.884 -0.6 0.4 0.0
O 2.353 -0.534 0.574 0.1 0.4 -0.2
H 1.713 -1.315 0.572 0.2 0.0 0.2
H 2.456 -0.257 1.498 0.0 -0.2 0.1
O -3.931 0.810 2.246 0.7 -0.4 0.3
H -4.092 1.060 1.342 -0.4 0.3 -0.6
H -3.159 0.210 2.137 -0.4 0.1 0.2
O 3.215 4.341 -1.641 0.3 -0.1 0.5
H 2.566 4.422 -2.343 0.0 -0.4 0.0
H 3.298 3.399 -1.402 -0.2 0.3 -0.6
O 3.070 1.124 -1.845 0.2 0.0 0.4
H 3.304 0.520 -2.565 -0.2 0.2 0.0
H 3.093 0.559 -1.051 -0.2 -0.1 0.0
O -1.511 -0.694 1.931 0.0 1.4 0.7
H -0.937 -1.284 1.430 0.5 -0.4 -0.5
H -0.979 0.100 2.169 -0.4 -0.8 0.0
O 1.423 10.801 -0.798 -7.6 -0.4 0.3
O 2.547 10.864 -0.837 7.6 0.4 -0.3
C 2.715 2.230 2.136 -1.6 0.0 -1.5
N 3.226 3.516 2.525 0.8 0.5 0.7
C 4.694 3.407 2.589 0.2 -0.5 0.4
N 5.154 2.318 3.496 -0.8 -0.6 0.2
C 4.551 1.031 3.040 0.9 0.7 -0.3
N 3.098 1.140 3.000 -0.2 -1.1 0.3
C 2.555 1.435 4.340 0.7 -0.4 -0.1
N 3.110 2.698 4.810 0.0 -0.1 0.8
C 2.731 3.755 3.893 0.9 0.3 -0.2
C 4.563 2.581 4.845 0.5 0.5 -1.5
H 2.939 2.015 1.065 0.3 0.0 0.7
H 1.616 2.328 2.198 0.3 -0.2 -0.1
H 5.173 4.312 2.982 -0.4 0.1 -0.3
H 5.057 3.207 1.578 0.1 0.0 0.1
H 4.913 0.209 3.712 -0.5 0.6 -0.6
H 4.933 0.889 2.008 -0.3 -0.4 0.5
H 2.850 0.664 5.056 0.1 -0.2 -0.2
H 1.468 1.431 4.301 -0.1 0.3 -0.1
H 3.155 4.707 4.225 -0.1 0.0 0.1
H 1.664 3.808 3.906 -0.8 0.2 -0.2
H 4.894 1.783 5.509 -0.1 0.2 0.2
H 4.983 3.558 5.074 0.0 0.0 0.8
O -0.650 2.279 2.946 0.2 -0.2 -0.7
C -1.351 3.129 3.468 -0.4 0.5 1.1
C -2.398 2.716 4.505 0.9 0.5 0.3
C -2.798 3.689 5.659 -0.2 -0.9 -0.2
C -1.753 4.716 6.067 0.8 -0.7 -0.7
C -1.900 5.958 5.154 0.5 -0.9 1.0
C -2.056 5.539 3.703 0.4 0.4 -0.7
N -1.142 4.457 3.257 0.0 1.0 -1.0
H -1.894 1.857 4.942 -0.2 -0.2 0.1
H -3.242 2.325 3.961 -0.4 -0.2 -0.2
H -3.015 3.021 6.499 -0.1 0.2 0.0
H -3.734 4.206 5.433 0.0 -0.1 0.0
H -0.744 4.231 6.005 -0.6 0.6 -0.3
H -1.834 4.910 7.123 -0.3 0.6 0.4
H -1.045 6.631 5.305 -0.4 0.0 -0.1
H -2.847 6.434 5.433 0.3 0.3 0.0
H -1.860 6.460 3.103 -0.1 -0.9 0.1
H -3.089 5.242 3.518 0.0 0.0 -0.1
H -0.586 4.658 2.413 -0.3 -0.2 0.9
```
Forces are in eV/Å.

Results of the Mulliken charge analysis, in e, for atoms 1 through 2: Cs 1.50; C -0.92

***

This record from the OMol25 dataset describes a molecular structure, C7H12N5O in a non-equilibrium geometry. The level of theory is ωB97M-V with the def2-TZVPD basis set.

Values from the calculation:
Spin multiplicity: 1
Charge: +1
Lowest unoccupied orbital energy in eV: -4.150
Frontier orbital gap in eV: 8.565

```
25
Properties=species:S:1:pos:R:3:forces:R:3
C 4.250 -0.922 -0.047 -0.3 1.4 -0.1
C 2.872 0.689 0.015 -0.4 3.0 -0.7
C 1.671 1.590 -0.229 -0.8 -1.9 0.3
C -2.104 -0.189 -0.537 -2.9 -0.8 1.6
C -1.886 1.053 0.319 -1.3 0.1 1.4
C 0.397 0.932 0.272 0.8 0.8 -0.2
C 0.356 -0.386 -0.414 2.7 -3.4 -1.2
N 4.918 0.186 -0.172 0.8 -0.7 0.3
N 4.061 1.231 -0.124 -1.0 -1.1 -0.1
N 2.914 -0.667 0.067 -0.3 1.3 0.9
N 1.834 -1.492 0.296 -4.4 0.7 -1.6
N -0.924 -1.159 -0.248 0.2 0.0 0.6
O -0.722 1.709 -0.099 1.0 -0.8 0.6
H 4.648 -1.857 0.030 1.0 -2.3 0.1
H 1.793 2.544 0.206 0.4 0.9 0.7
H 1.398 1.741 -1.252 0.8 0.2 -1.1
H -3.048 -0.851 -0.174 2.0 1.9 -1.0
H -2.281 0.237 -1.579 1.1 -1.7 0.8
H -2.577 1.883 0.073 -0.7 -1.2 0.6
H -1.962 0.687 1.454 0.5 1.4 -2.0
H 0.497 0.910 1.334 -0.5 -0.6 1.1
H 0.555 -0.307 -1.541 0.0 -0.2 1.7
H 1.490 -1.686 1.288 1.4 1.2 -1.1
H -0.835 -1.618 0.706 -1.1 1.3 -0.7
H -1.139 -1.998 -0.797 1.1 0.3 -0.7
```
Forces are in eV/Å.

Results of the natural (NBO) charge analysis, in e, for atoms 1 through 2: C 0.15; C 0.28